(1)
C27H50BCl | ωB97M-V/def2-TZVPD

HOMO energy ... -8.65 eV
LUMO ... -0.4 eV
Strongest force on any atom ... 6.68 eV/A
E ... -42003.8520 eV

Geometry as ORCA input:
```
! wB97M-V def2-TZVPD RIJCOSX def2/J DEFGRID3
* xyz 0 1
C -2.18 -0.99 -0.77
C -2.45 -1.44 0.45
B -2.99 -2.49 1.58
Cl -4.72 -2.43 2.22
C -1.91 -3.63 2.09
C -1.73 -4.61 0.80
C -3.06 -5.31 0.32
C -3.04 -6.24 -0.93
C -1.67 -6.44 -1.65
C -0.32 -5.76 -1.18
C -0.35 -4.82 0.07
H -1.74 -0.64 -1.78
H -2.30 -4.22 2.99
H -0.91 -3.15 2.40
H -4.05 -5.11 0.87
H -4.02 -6.72 -1.25
H -1.67 -7.13 -2.58
H 0.63 -5.94 -1.79
H 0.60 -4.28 0.43
C -5.82 -5.55 -7.73
C -5.35 -4.24 -7.11
C -3.93 -4.33 -6.53
C -3.76 -5.32 -5.38
C -4.67 -5.10 -4.17
C -4.44 -3.76 -3.48
H -5.91 -6.34 -6.99
H -6.81 -5.41 -8.18
H -5.14 -5.88 -8.52
H -6.06 -3.91 -6.35
H -5.35 -3.47 -7.89
H -3.63 -3.33 -6.19
H -3.24 -4.60 -7.33
H -2.71 -5.29 -5.05
H -3.92 -6.34 -5.75
H -4.48 -5.90 -3.44
H -5.72 -5.19 -4.46
H -3.40 -3.66 -3.16
H -5.07 -3.69 -2.59
H -4.68 -2.93 -4.14
C 1.91 -1.09 1.95
C 0.84 -0.10 2.39
C 0.49 0.93 1.32
C 1.63 1.85 0.89
C 2.28 2.66 2.01
C 1.31 3.63 2.69
H 2.86 -0.59 1.76
H 2.09 -1.83 2.74
H 1.61 -1.62 1.05
H 1.16 0.40 3.31
H -0.07 -0.67 2.65
H -0.35 1.53 1.68
H 0.12 0.40 0.44
H 1.25 2.54 0.13
H 2.41 1.25 0.40
H 3.10 3.24 1.58
H 2.72 2.00 2.76
H 0.87 4.32 1.96
H 1.84 4.22 3.44
H 0.50 3.10 3.19
C 5.65 5.07 3.73
C 4.58 6.06 4.16
C 4.23 7.09 3.09
C 5.37 8.01 2.66
C 6.02 8.83 3.78
C 5.05 9.79 4.46
H 6.61 5.57 3.53
H 5.82 4.33 4.51
H 5.35 4.54 2.82
H 4.90 6.56 5.08
H 3.67 5.50 4.41
H 3.39 7.70 3.45
H 3.86 6.56 2.20
H 4.99 8.70 1.90
H 6.15 7.42 2.17
H 6.85 9.40 3.36
H 6.46 8.16 4.53
H 4.62 10.48 3.73
H 5.58 10.38 5.21
H 4.24 9.26 4.96
*
```

***

(2)
C27H50FN2O18 | ωB97M-V/def2-TZVPD

HOMO energy ... -6.67 eV
LUMO ... 2.4 eV
Strongest force on any atom ... 8.98 eV/A
E ... -71356.6696 eV
Energy relative to the best compared isomer or geometry (same formula, charge and spin) ... 0.489 eV

Geometry as ORCA input:
```
! wB97M-V def2-TZVPD RIJCOSX def2/J DEFGRID3
* xyz -1 1
F -14.88 -4.20 -8.32
C -16.23 -4.67 -5.48
C -17.31 -4.73 -6.50
C -17.34 -6.12 -7.18
O -18.74 -6.49 -7.22
C -19.43 -5.56 -6.52
O -20.67 -5.58 -6.35
O -18.65 -4.62 -6.00
H -15.96 -3.66 -5.09
H -15.43 -5.16 -5.94
H -16.43 -5.17 -4.60
H -17.18 -3.95 -7.28
H -16.86 -6.95 -6.77
H -16.91 -6.18 -8.16
C -17.51 -9.64 -8.62
O -16.18 -9.22 -8.72
C -15.89 -8.27 -9.60
O -16.86 -7.73 -10.55
O -14.65 -7.83 -9.46
C -14.24 -6.67 -10.18
H -18.17 -8.81 -8.38
H -17.62 -10.50 -7.98
H -17.68 -10.02 -9.62
H -13.45 -6.19 -9.72
H -15.03 -5.97 -10.30
H -13.88 -6.89 -11.17
C -11.02 -4.89 -9.10
O -10.17 -5.19 -8.01
C -9.22 -6.16 -8.15
O -9.07 -6.83 -9.38
O -8.35 -6.34 -7.14
C -7.39 -7.31 -7.30
H -11.00 -5.56 -9.92
H -10.85 -3.87 -9.38
H -11.97 -4.85 -8.62
H -6.72 -7.02 -8.06
H -7.94 -8.24 -7.61
H -6.87 -7.46 -6.38
C -14.61 3.28 -7.99
O -15.49 2.17 -8.06
C -15.04 1.01 -8.58
O -13.71 0.87 -8.97
O -15.97 0.05 -8.49
C -15.62 -1.34 -8.69
H -15.10 4.26 -7.98
H -13.96 3.32 -8.92
H -13.85 3.21 -7.22
H -16.41 -1.75 -9.34
H -15.60 -1.98 -7.77
H -14.68 -1.41 -9.20
C -17.74 -1.41 -13.98
O -18.19 -1.74 -12.66
C -17.71 -2.86 -12.16
O -16.73 -3.62 -12.90
O -18.17 -3.26 -11.00
C -17.62 -4.43 -10.45
H -17.89 -2.20 -14.70
H -16.64 -1.16 -13.83
H -18.20 -0.48 -14.32
H -18.11 -4.67 -9.55
H -16.55 -4.36 -10.25
H -17.71 -5.31 -11.05
C -15.12 -8.14 -2.64
O -14.06 -7.79 -3.48
C -14.27 -7.79 -4.78
O -15.43 -8.30 -5.38
O -13.30 -7.32 -5.45
C -13.39 -7.14 -6.81
H -14.88 -7.97 -1.64
H -15.35 -9.18 -2.72
H -16.06 -7.56 -2.92
H -14.22 -6.56 -7.07
H -13.44 -8.02 -7.32
H -12.44 -6.57 -7.04
C -11.78 -4.30 -13.05
C -13.18 -3.54 -12.91
C -13.60 -3.14 -11.46
C -12.60 -2.26 -10.89
N -11.75 -1.60 -10.53
H -10.90 -3.87 -12.59
H -11.45 -4.36 -14.09
H -11.88 -5.28 -12.66
H -13.91 -4.12 -13.41
H -13.14 -2.61 -13.49
H -13.70 -4.02 -10.88
H -14.56 -2.63 -11.34
C -12.25 -1.67 -7.48
C -11.79 -2.43 -6.22
C -12.87 -3.34 -5.71
C -12.28 -4.09 -4.61
N -11.80 -4.66 -3.72
H -13.05 -1.00 -7.30
H -12.55 -2.38 -8.25
H -11.38 -1.08 -7.74
H -11.40 -1.71 -5.56
H -10.93 -3.04 -6.46
H -13.29 -4.11 -6.44
H -13.68 -2.76 -5.28
*
```

***

| no. | gap between HOMO and LUMO (eV) |
| --- | --- |
| 1 | 8.205 |
| 2 | 9.101 |